i) # C5H10O

A cluster of 2 separate species, C5H10O in total (ωB97M-V/def2-TZVPD, the OMol25 dataset).

Last column: Mulliken charge in e.
Geometry (Å):
C1 1.089 -1.261 -0.421  -0.610
C2 0.856 -0.053 0.226  -0.072
C3 -0.031 -0.080 1.341  0.008
C4 -0.516 1.138 1.768  -0.003
C5 -0.907 1.375 3.164  -1.149
H1 1.718 -1.363 -1.295  0.362
H2 0.122 -1.759 -0.488  0.307
H3 1.168 0.950 -0.036  0.374
H4 -0.048 -0.879 2.068  0.377
H5 -0.519 2.015 1.122  0.360
H6 -1.595 0.636 3.588  0.361
H7 -0.051 1.458 3.844  0.327
H8 -1.438 2.324 3.292  0.359
H9 0.204 -0.865 -6.507  0.329
H10 -0.404 -2.117 -5.853  0.327
O1 0.352 -1.520 -5.813  -0.655

The orbital gap (alpha / beta) is 8.084 / 5.888 eV. The highest occupied orbital energy (alpha / beta) comes out at -13.7 / -13.7 eV. Its net charge is +1. The spin multiplicity is 2.

ii) # C5H10O

The ion C5H10O with charge +1 (ωB97M-V/def2-TZVPD, the OMol25 dataset).

Last column: Mulliken charge in e.
Geometry (Å):
C1 2.673 -0.580 -0.105  -1.169
C2 1.179 -0.859 -0.473  -0.275
C3 -2.310 0.561 0.494  -0.253
O1 -2.991 1.626 -0.156  -0.452
C4 -1.041 0.301 -0.187  -0.200
C5 0.195 -0.105 0.309  -0.048
H1 3.204 -1.400 -0.555  0.349
H2 2.798 -0.719 0.973  0.343
H3 2.794 0.496 -0.185  0.383
H4 0.951 -1.917 -0.265  0.361
H5 1.010 -0.585 -1.518  0.353
H6 -2.227 0.824 1.554  0.335
H7 -3.041 -0.246 0.365  0.290
H8 -2.421 2.377 -0.358  0.325
H9 -1.177 0.184 -1.264  0.313
H10 0.405 0.041 1.370  0.346

The orbital gap (alpha / beta) is 10.453 / 6.740 eV. The highest occupied orbital energy (alpha / beta) comes out at -15.5 / -15.5 eV. Its net charge is +1. The spin multiplicity is 2.

It is ii) that is the most stable of them.

i) # C9H17N3O

The molecule C9H17N3O (ωB97M-V/def2-TZVPD, the OMol25 dataset).

Last column: Mulliken charge in e.
Geometry (Å):
C1 -4.321 -0.364 -0.232  -1.374
C2 -2.888 -0.871 -0.121  -0.234
C3 -2.049 0.019 0.796  -0.908
C4 -0.583 -0.427 0.898  -0.797
C5 0.375 0.416 0.045  0.202
C6 0.191 0.210 -1.458  -1.486
N1 1.746 0.124 0.444  0.424
N2 2.221 -1.171 0.207  -0.235
C7 3.601 -1.164 0.017  0.293
O1 4.272 -2.174 -0.052  -0.702
C8 3.939 0.233 -0.064  -0.814
C9 2.808 0.956 0.163  0.511
N3 2.640 2.323 0.112  -0.459
H1 -4.341 0.639 -0.652  0.330
H2 -4.908 -1.016 -0.875  0.382
H3 -4.793 -0.333 0.748  0.331
H4 -2.895 -1.887 0.278  0.302
H5 -2.441 -0.909 -1.115  0.273
H6 -2.500 0.001 1.790  0.395
H7 -2.098 1.050 0.441  0.390
H8 -0.508 -1.473 0.599  0.434
H9 -0.248 -0.351 1.935  0.419
H10 0.209 1.473 0.282  0.143
H11 -0.798 0.531 -1.768  0.418
H12 0.326 -0.838 -1.713  0.291
H13 0.931 0.795 -2.000  0.413
H14 1.747 -1.939 0.656  0.206
H15 4.923 0.614 -0.239  0.371
H16 3.510 2.831 0.157  0.259
H17 1.930 2.701 0.720  0.219

The orbital gap is 8.725 eV. The highest occupied orbital energy comes out at -8.1 eV. Its structure (SMILES) is CCCC[C@H](C)n1[nH]c(=O)cc1N.

ii) # C9H17N3O

A cluster of 2 separate species, C9H17N3O in total (ωB97M-V/def2-TZVPD, the OMol25 dataset).

Last column: Mulliken charge in e.
Geometry (Å):
C1 1.353 -0.341 -0.169  -0.655
C2 1.980 1.062 -0.528  -0.378
N1 2.404 1.648 0.780  -0.092
C3 3.826 1.444 1.189  -1.171
C4 1.543 2.382 1.597  0.838
C5 0.262 2.814 0.908  -1.059
O1 2.015 3.115 2.455  -0.649
H1 1.404 -0.302 1.031  0.215
H2 1.839 -1.478 -0.494  0.240
H3 0.420 -0.542 -0.693  0.162
H4 2.922 0.924 -1.058  0.274
H5 1.226 1.687 -1.119  0.268
H6 3.667 0.458 1.553  0.435
H7 4.610 1.419 0.471  0.311
H8 4.074 2.045 2.007  0.353
H9 0.044 3.825 1.309  0.345
H10 0.395 2.886 -0.159  0.303
H11 -0.527 2.045 1.089  0.245
C6 -1.750 -3.446 0.019  -1.094
C7 -2.387 -2.347 -0.726  0.825
C8 -3.458 -1.577 -0.274  -0.772
N2 -3.867 -0.782 -1.325  -0.067
C9 -3.147 -1.244 -2.426  -0.197
N3 -2.275 -2.158 -2.101  -0.608
H12 -0.986 -3.857 -0.683  0.280
H13 -2.332 -4.180 0.573  0.343
H14 -1.237 -2.982 0.881  0.281
H15 -3.882 -1.494 0.667  0.475
H16 -4.652 -0.180 -1.364  0.189
H17 -3.484 -0.843 -3.410  0.360

The orbital gap is 9.237 eV. The highest occupied orbital energy comes out at -8.6 eV. Its structure (SMILES) is CCN(C)C(C)=O.Cc1c[nH]cn1.

It is i) that is the most stable of them.

i) # C6H16N3O

A cluster of 2 separate species, C6H16N3O in total (ωB97M-V/def2-TZVPD, the OMol25 dataset).

Last column: Mulliken charge in e.
Geometry (Å):
C1 -0.864 -0.784 -0.583  -0.362
C2 1.614 -0.741 0.282  0.247
C3 -0.932 2.089 -0.499  -1.395
C4 -2.700 -0.988 0.933  -1.213
C5 3.927 -0.008 -0.146  -0.759
C6 -1.790 1.235 0.417  -0.214
N1 -0.911 -2.080 -0.884  -0.340
N2 -1.808 -0.193 0.110  0.113
N3 2.684 -0.030 0.587  -0.123
O1 0.590 -0.761 0.946  -0.579
H1 -0.256 -0.155 -1.220  0.721
H2 1.739 -1.342 -0.637  0.258
H3 -1.083 3.130 -0.233  0.380
H4 0.126 1.872 -0.380  0.269
H5 -1.215 1.967 -1.540  0.385
H6 -3.367 -0.332 1.485  0.407
H7 -3.306 -1.648 0.311  0.375
H8 -2.125 -1.578 1.650  0.393
H9 4.127 0.997 -0.518  0.290
H10 4.751 -0.309 0.502  0.302
H11 3.869 -0.696 -0.987  0.276
H12 -1.443 1.346 1.451  0.344
H13 -2.825 1.582 0.361  0.463
H14 -0.207 -2.487 -1.478  0.281
H15 2.651 0.522 1.438  0.273
H16 -1.407 -2.722 -0.285  0.209

The orbital gap is 10.953 eV. The highest occupied orbital energy comes out at -13.4 eV. Its net charge is +1.

ii) # C6H16N3O

A cluster of 2 separate species, C6H16N3O in total (ωB97M-V/def2-TZVPD, the OMol25 dataset).

Last column: Mulliken charge in e.
Geometry (Å):
C1 -0.856 -0.383 -0.037  -0.044
C2 -0.678 3.016 0.962  -1.192
C3 1.951 -0.231 0.836  -0.994
C4 -0.798 1.507 1.545  -0.478
C5 1.186 0.786 0.116  -0.454
C6 -0.109 -2.308 -1.642  0.171
N1 0.167 -1.652 -2.793  -0.381
N2 -0.291 0.665 0.515  0.141
N3 -1.010 -3.190 -1.467  -0.301
O1 -2.119 -0.590 0.391  -0.443
H1 -1.596 3.218 0.577  0.399
H2 -0.416 3.761 1.730  0.304
H3 0.004 2.950 0.181  0.431
H4 3.002 -0.118 0.611  0.375
H5 1.739 -0.179 1.865  0.353
H6 1.644 -1.274 0.477  0.151
H7 -0.206 1.419 2.443  0.233
H8 -1.757 1.173 1.802  0.465
H9 1.387 1.846 0.321  0.379
H10 1.263 0.668 -0.955  0.279
H11 0.630 -2.179 -0.875  0.291
H12 0.930 -0.998 -2.900  0.253
H13 -0.328 -1.522 -3.707  0.222
H14 -1.857 -3.120 -2.007  0.261
H15 -2.536 -1.295 0.029  0.337
H16 -0.921 -3.787 -0.736  0.244

The orbital gap is 9.189 eV. The highest occupied orbital energy comes out at -12.2 eV. Its net charge is +1.

It is i) that is the most stable of them.

i) # C5H8NO3

The ion C5H8NO3 with charge -1 (ωB97M-V/def2-TZVPD, the OMol25 dataset).

Last column: Mulliken charge in e.
Geometry (Å):
C1 -0.824 -0.593 -1.208  -1.340
C2 0.550 -0.883 -0.447  1.115
O1 1.485 -1.490 -0.997  -0.678
C3 0.536 -0.549 1.006  -0.621
C4 1.030 0.879 0.934  -0.677
N1 0.990 1.241 -0.481  -0.597
C5 0.977 2.509 -0.769  0.617
O2 0.897 3.439 -0.004  -0.724
O3 0.883 2.705 -2.151  -0.581
H1 -1.604 -1.236 -0.702  0.354
H2 -0.785 -1.078 -2.127  0.332
H3 -1.092 0.461 -1.027  0.328
H4 1.181 -1.261 1.599  0.315
H5 -0.416 -0.719 1.615  0.216
H6 0.634 1.693 1.591  0.341
H7 2.044 0.965 1.338  0.253
H8 0.784 1.805 -2.477  0.349

The orbital gap is 7.687 eV. The highest occupied orbital energy comes out at -3.7 eV. Its net charge is -1. Its structure (SMILES) is CC(=O)CC/N=C(\[O-])O.

ii) # C5H8NO3

The ion C5H8NO3 with charge -1 (ωB97M-V/def2-TZVPD, the OMol25 dataset).

Last column: Mulliken charge in e.
Geometry (Å):
O1 -0.818 3.527 -0.895  -0.539
C1 -0.523 2.407 -0.522  -0.032
C2 -0.868 1.180 -1.329  -0.501
C3 -0.960 -0.081 -0.342  -0.836
C4 0.431 -0.510 0.231  0.542
C5 0.346 -1.889 0.926  -0.588
O2 1.299 -1.882 1.990  -0.624
N1 1.462 0.204 0.217  -0.308
O3 2.631 -0.304 0.633  -0.784
H1 0.067 2.207 0.358  0.429
H2 0.041 1.017 -1.948  0.283
H3 -1.884 1.113 -1.805  0.294
H4 -1.805 0.083 0.326  0.326
H5 -1.304 -0.979 -0.807  0.374
H6 -0.648 -2.166 1.199  0.356
H7 0.560 -2.665 0.165  0.182
H8 1.972 -1.262 1.600  0.426

The orbital gap is 6.940 eV. The highest occupied orbital energy comes out at -3.2 eV. Its net charge is -1. Its structure (SMILES) is O=CCC/C(CO)=N/[O-].

It is i) that is the most stable of them.

i) # C6H15N

A cluster of 2 separate species, C6H15N in total (ωB97M-V/def2-TZVPD, the OMol25 dataset).

Last column: Mulliken charge in e.
Geometry (Å):
C1 -1.763 1.155 -0.131  -1.407
C2 -1.784 0.284 1.019  0.814
C3 -0.906 0.542 2.377  -1.198
C4 -1.170 -0.782 0.250  -1.627
N1 1.468 -0.649 -0.583  -0.527
C5 1.494 0.774 -0.931  -0.975
C6 2.218 -1.351 -1.518  -1.119
H1 -1.572 0.750 -1.035  0.546
H2 -2.211 2.104 -0.146  0.342
H3 -1.854 -1.221 -0.449  0.352
H4 -2.713 -0.169 1.535  0.222
H5 -1.037 1.569 2.536  0.429
H6 0.068 0.448 1.934  0.246
H7 -1.120 -0.165 3.244  0.316
H8 0.010 -0.484 -0.265  0.355
H9 -0.819 -1.475 0.992  0.496
H10 0.642 1.373 -0.561  0.331
H11 2.440 1.184 -0.498  0.244
H12 1.414 1.018 -2.143  0.203
H13 2.112 -2.451 -1.427  0.345
H14 1.836 -1.379 -2.539  0.326
H15 3.246 -1.078 -1.660  0.286

The orbital gap (alpha / beta) is 5.983 / 5.504 eV. The highest occupied orbital energy (alpha / beta) comes out at -1.7 / -1.7 eV. Its net charge is -1. The spin multiplicity is 2.

ii) # C6H15N

A structure of composition C6H15N (ωB97M-V/def2-TZVPD, the OMol25 dataset).

Last column: Mulliken charge in e.
Geometry (Å):
C1 -2.442 -0.871 2.518  -0.872
N1 -1.700 -0.155 -0.747  -1.010
C2 -0.374 0.325 -0.516  0.036
C3 0.747 -0.330 -1.301  0.764
C4 1.601 0.695 -2.037  -1.552
C5 1.643 -1.137 -0.406  -1.482
C6 -0.050 1.385 0.531  -1.336
H1 -2.954 0.030 2.857  0.213
H2 -3.160 -1.689 2.443  0.285
H3 -2.008 -0.654 1.539  0.080
H4 -1.695 -1.159 3.259  0.248
H5 -1.329 0.694 -1.415  0.213
H6 0.242 -1.029 -1.967  0.351
H7 2.419 0.313 -2.661  0.416
H8 1.003 1.404 -2.626  0.378
H9 2.110 1.377 -1.341  0.288
H10 2.009 -0.593 0.473  0.269
H11 2.598 -1.462 -0.884  0.376
H12 1.268 -2.112 -0.078  0.324
H13 -1.023 1.826 0.743  0.411
H14 0.452 0.976 1.431  0.188
H15 0.644 2.165 0.187  0.411

The orbital gap (alpha / beta) is 4.146 / 5.594 eV. The highest occupied orbital energy (alpha / beta) comes out at -0.1 / -1.6 eV. Its net charge is -1. The spin multiplicity is 2.

It is ii) that is the most stable of them.

i) # C3H10N2S

A cluster of 2 separate species, C3H10N2S in total (ωB97M-V/def2-TZVPD, the OMol25 dataset).

Last column: Mulliken charge in e.
Geometry (Å):
C1 3.362 -1.302 0.251  -0.977
C2 2.148 -2.022 -0.280  -0.460
S1 0.810 -0.795 -0.635  -0.731
H1 3.077 -0.685 1.104  0.258
H2 3.825 -0.588 -0.420  0.260
H3 4.182 -1.985 0.534  0.309
H4 1.650 -2.787 0.341  0.205
H5 2.390 -2.565 -1.207  0.219
N1 -2.600 0.632 0.731  -0.292
C3 -2.333 1.767 0.156  0.235
N2 -3.029 2.401 -0.748  -0.325
H6 -3.523 0.228 0.654  0.229
H7 -1.970 0.160 1.369  0.269
H8 -1.339 2.127 0.410  0.331
H9 -2.659 3.181 -1.262  0.246
H10 -3.992 2.232 -0.998  0.225

The orbital gap is 4.661 eV. The highest occupied orbital energy comes out at -5.2 eV.

ii) # C3H10N2S

A cluster of 2 separate species, C3H10N2S in total (ωB97M-V/def2-TZVPD, the OMol25 dataset).

Last column: Mulliken charge in e.
Geometry (Å):
H1 2.473 -0.739 -2.028  0.248
N1 2.665 0.093 -1.478  -0.704
C1 2.316 -0.155 -0.263  0.062
N2 1.806 0.747 0.638  -0.473
H2 2.629 -1.163 0.051  0.337
H3 0.824 0.784 0.927  0.179
H4 2.211 1.620 0.294  0.289
C2 -1.111 -1.516 0.409  -0.843
S1 -1.261 0.139 1.197  -0.134
C3 -2.149 1.183 0.062  -0.836
H5 -2.087 -1.993 0.430  0.327
H6 -0.659 -1.414 -0.595  0.279
H7 -0.338 -2.047 0.953  0.323
H8 -2.263 0.837 -0.980  0.305
H9 -1.852 2.237 0.062  0.316
H10 -3.204 1.387 0.322  0.325

The orbital gap is 9.539 eV. The highest occupied orbital energy comes out at -8.7 eV. Its structure (SMILES) is [H]/N=C/N.CSC.

It is ii) that is the most stable of them.